Entry 1:
Density functional theory data (ωB97M-V with the def2-TZVPD basis set) for 2 unconnected molecules or ions with the total composition CHNO2.

Calculated values
* total energy: -6634.3788 eV
* relative energy (zero: lowest compared OMol25 entry of this formula, charge and spin): 93.9 kJ/mol
* orbital gap (spin up / spin down): 10.2 / 10.1 eV
* lowest unoccupied orbital energy (spin up / spin down): -1.230 / -1.292 eV
* multiplicity: 1

Geometry as XYZ:
```
5
CHNO2 ωB97M-V with the def2-TZVPD basis set
C 0.7956 1.1308 0.4868
N -1.1229 -2.0416 -0.4735
O -0.3023 0.9011 0.6800
O 1.9073 1.3151 0.3573
H -1.2776 -1.3054 -1.0506
```


Entry 2:
Density functional theory data (ωB97M-V with the def2-TZVPD basis set) for 11 unconnected molecules or ions with the total composition C40H63N3O12.

Calculated values
* total energy: -71537.1279 eV
* orbital gap (spin up / spin down): 1.8 / 6.4 eV
* charge: -1
* lowest unoccupied orbital energy (spin up / spin down): 2.008 / 1.995 eV
* multiplicity: 2

Geometry as XYZ:
```
118
C40H63N3O12 ωB97M-V with the def2-TZVPD basis set
O -1.2711 -3.8281 -0.1842
C -2.3298 -4.3502 0.1167
O -3.3763 -4.0143 -0.6413
C -4.5380 -4.7225 -0.2281
C -4.2550 -5.1780 1.1751
C -2.6895 -5.1162 1.3247
H -4.8391 -5.4874 -0.9439
H -5.3889 -4.0458 -0.1495
H -4.5126 -6.2342 1.2534
H -4.8628 -4.6668 1.9217
H -2.2337 -6.1054 1.3690
H -2.5867 -4.5414 2.2451
O 5.9713 3.3222 -2.7708
C 5.2305 2.4397 -3.1976
O 5.2326 1.2306 -2.6310
C 4.5976 0.2163 -3.4551
C 3.7584 1.0645 -4.4147
C 4.5274 2.4597 -4.5201
H 3.9864 -0.2979 -2.7133
H 5.2456 -0.4724 -3.9971
H 2.7513 1.3246 -4.0887
H 3.6839 0.5110 -5.3508
H 3.9552 3.3703 -4.6976
H 5.3040 2.4848 -5.2845
O -1.3146 3.8897 0.0560
C -1.4252 5.0737 0.4682
O -2.1525 5.3902 1.6392
C -2.2967 6.7715 1.7769
C -1.6746 7.4090 0.5272
C -0.8552 6.3933 -0.0816
H -1.7791 7.0314 2.7003
H -3.3655 6.9427 1.9049
H -1.1582 8.2827 0.9248
H -2.4447 7.6876 -0.1921
H 0.1688 6.4839 0.2809
H -0.8204 6.4420 -1.1699
O 4.7800 -2.0755 4.2462
C 3.6382 -1.7048 4.2527
O 2.8322 -2.0717 5.2770
C 1.5024 -1.6019 5.0040
C 1.6665 -0.4257 4.0316
C 2.8639 -0.9285 3.2429
H 0.8652 -1.4040 5.8659
H 1.0024 -2.4789 4.5929
H 1.9643 0.4340 4.6320
H 0.7678 -0.0099 3.5760
H 3.3683 -0.1271 2.7031
H 2.4683 -1.5256 2.4214
N -0.3207 -1.1544 0.2554
C 0.8832 -1.0720 -0.4222
C 1.0937 0.0928 -1.1235
C -0.1635 0.8218 -0.8480
C -0.9078 0.0693 0.1377
H -0.6079 -1.9967 0.7329
H 1.4885 -1.9183 -0.1329
H 1.8783 0.4575 -1.7699
H -0.4161 1.7423 -1.3532
H -1.8172 0.2272 0.6984
N 1.3679 4.5264 -2.8940
C 2.2455 5.6176 -2.8743
C 2.4621 5.9517 -4.1827
C 1.7950 5.0381 -4.9576
C 1.2600 4.0667 -4.1396
H 0.9751 4.1271 -2.0536
H 2.5235 6.1021 -1.9500
H 2.8752 6.9002 -4.4926
H 1.9195 5.0454 -6.0304
H 0.5674 3.2698 -4.3668
N -4.7745 -0.3399 -1.9275
C -6.0494 -0.0328 -2.1858
C -6.8358 -0.6286 -1.3279
C -6.0281 -1.1739 -0.3056
C -4.7242 -0.9109 -0.6721
H -4.0323 -0.0509 -2.5487
H -6.3316 0.5986 -3.0153
H -7.9143 -0.6850 -1.3354
H -6.2364 -1.7885 0.5578
H -3.7654 -1.0796 -0.2045
C -2.8102 -2.2718 5.1454
C -2.7723 -1.6805 3.7119
O -1.7113 -1.5534 3.1004
C -4.0521 -1.2038 3.1890
H -3.8174 -2.2031 5.5566
H -2.1605 -1.6636 5.7747
H -2.5607 -3.3304 5.0744
H -4.5172 -0.4348 3.8058
H -4.8320 -1.9624 3.1226
H -3.7729 -0.7943 2.2182
C 4.0331 3.8489 0.0438
C 3.1439 3.6549 1.2501
O 3.5541 3.9359 2.3053
C 1.8725 2.9609 1.0130
H 3.6381 3.3648 -0.8494
H 5.0412 3.4492 0.1542
H 4.0849 4.9123 -0.1899
H 1.6194 2.4788 0.0687
H 1.1290 3.5554 1.5438
H 2.0066 1.9896 1.4892
C 2.3900 -5.1292 3.2079
C 1.7486 -5.0656 1.8674
O 0.6482 -4.6187 1.7092
C 2.6339 -5.1796 0.5963
H 2.8013 -4.2520 3.7074
H 3.0994 -5.9395 3.3761
H 1.5393 -5.3706 3.8453
H 2.6947 -6.1935 0.2008
H 3.6905 -5.0612 0.8364
H 2.4241 -4.5054 -0.2342
C 0.5776 -4.0564 -2.8137
C -0.1420 -2.9485 -3.6509
O 0.2802 -2.7891 -4.7630
C -1.2326 -2.1683 -2.9935
H 0.8368 -4.6926 -3.6600
H -0.2302 -4.4438 -2.1929
H 1.3056 -3.5694 -2.1648
H -1.4128 -1.2199 -3.4996
H -1.0784 -2.0423 -1.9219
H -2.0625 -2.8712 -3.0660
```


Entry 3:
Density functional theory data (ωB97M-V with the def2-TZVPD basis set) for a single H2N4O2 molecule.

Calculated values
* structure (SMILES): N/N=[N+](\[O-])N=O
* total energy: -10081.8328 eV
* relative energy (zero: lowest compared OMol25 entry of this formula, charge and spin): 324.5 kJ/mol
* orbital gap (spin up / spin down): 8.1 / 8.1 eV
* lowest unoccupied orbital energy (spin up / spin down): -1.320 / -1.319 eV
* multiplicity: 1

Geometry as XYZ:
```
8
H2N4O2 ωB97M-V with the def2-TZVPD basis set
N 0.2187 -0.1158 0.0963
N 0.8485 -0.2403 -1.0825
N 0.0604 -0.3486 -2.1105
O -1.1856 -0.2517 -2.0840
N 0.9123 -0.7375 -3.2460
O 0.3911 -0.8832 -4.3090
H -0.7727 0.2193 0.1834
H 0.8446 0.4609 0.6840
```


Number 1: molar mass 59.0 g/mol, F_max 0.0870 hartree/bohr. Number 2: molar mass 778.0 g/mol, F_max 0.1005 hartree/bohr. Number 3: molar mass 90.0 g/mol, F_max 0.0571 hartree/bohr.